Density functional theory data (wB97M-V/def2-TZVPD) for a structure of composition C8B2O16Sn at a distorted geometry.

XYZ file:
```
27
Properties=species:S:1:pos:R:3:mulliken_spin:R:1
Sn 25.0486 -31.2900 6.6364 1.024
O 20.7733 -24.1159 9.6734 0.000
C 20.6152 -25.3771 9.7815 0.000
O 20.8385 -26.2439 8.8105 0.000
B 20.7013 -27.6520 9.2761 0.003
O 20.2787 -27.4985 10.7206 0.001
C 20.1799 -26.2183 10.9762 0.000
O 19.9127 -25.7261 12.0412 0.000
O 22.0077 -28.3028 9.2611 0.001
C 21.9453 -29.2924 8.4501 -0.004
O 22.8172 -30.1885 8.1948 -0.028
C 20.5345 -29.4466 7.8565 0.003
O 19.8230 -28.4700 8.4028 -0.001
O 20.1553 -30.3575 7.0041 0.000
O 26.9970 -33.2398 5.1645 -0.003
C 26.8412 -34.4222 5.5583 0.004
O 27.4916 -35.4876 5.1926 0.000
B 26.8874 -36.7142 5.8304 0.001
O 25.7600 -36.2129 6.6289 0.000
C 25.7523 -34.8704 6.5504 0.001
O 24.8975 -34.2164 7.1361 0.000
O 26.4902 -37.7137 4.8079 -0.001
C 26.9975 -38.8547 5.1184 0.000
O 26.6626 -39.9340 4.5857 0.000
C 27.8067 -38.7132 6.4098 0.000
O 27.9085 -37.4244 6.6593 0.000
O 28.3242 -39.6887 7.0330 0.000
```

Kohn-Sham gap (spin up / spin down): 6.274 / 7.694 eV
ΔE to the lowest compared entry with this formula, charge and spin: 0.00 kJ/mol
⟨S²⟩: 0.75
2S+1: 2
Net charge: -1
HOMO level (spin up / spin down): -0.247 / -0.294 hartree
LUMO (spin up / spin down): -0.0160 / -0.0109 Eh

Density functional theory data (wB97M-V/def2-TZVPD) for a structure of composition C8F18O5S2 at a distorted geometry.

XYZ file:
```
33
Properties=species:S:1:pos:R:3:lowdin_charge:R:1
O 2.1048 -0.8695 -0.9348 -0.231
O -0.2526 -1.1261 -0.9154 -0.224
O 2.3833 2.1625 -1.1152 -0.238
O 0.6145 1.2759 -2.4135 -0.230
F 2.5760 -5.0702 1.1138 0.203
F 3.4076 -3.3210 1.9015 0.156
F 3.0681 -3.3391 -0.2056 0.211
F -0.0679 -5.1543 0.5437 0.160
F -1.0895 -3.3569 0.4933 0.218
F 0.3855 -3.5941 -0.9294 0.184
F -1.4704 2.9987 1.8547 0.140
F -1.8901 1.1431 0.8564 0.107
F -3.5125 2.5731 0.8708 0.158
F -3.5805 3.0124 -2.1281 0.231
F -2.4089 1.3939 -1.7145 0.253
F -1.6621 3.0322 -2.9541 0.152
F 0.7435 -3.8228 2.4719 0.231
F -2.2687 4.5405 -0.4379 0.082
F -0.2172 -1.3894 2.0804 0.094
F 1.8373 -0.9636 2.3016 0.083
F 0.3976 4.0318 0.3688 0.058
F -0.0513 4.3742 -1.7825 0.113
O 0.7525 1.0008 0.2349 -0.336
C 2.5647 -3.7588 0.9424 -0.544
C 0.1026 -3.8157 0.3469 -0.592
C -2.1419 2.5078 0.7434 -0.407
C -2.3690 2.6477 -1.8465 -0.647
C 1.1356 -3.2651 1.3983 -0.231
C -1.7149 3.2032 -0.5644 -0.102
C 0.9691 -1.6520 1.4375 -0.316
C -0.1612 3.3979 -0.7949 -0.297
S 0.8852 -0.6532 -0.1283 0.819
S 0.9308 1.8557 -1.0953 0.745
```

Kohn-Sham gap: 9.631 eV
ΔE to the lowest compared entry with this formula, charge and spin: 0.00 kJ/mol
2S+1: 1
Net charge: 0
HOMO level: -0.438 hartree
LUMO: -0.0841 Eh

- Number 2 is which compound?
  C8F18O5S2